Record 1
Below is 2 unconnected molecules or ions with the total composition C56H53N4O, with properties calculated with the ωB97M-V functional and the def2-TZVPD basis.

For the frontier orbital gap, the calculation gives 2.4 eV. The charge is +1. The molar mass comes out at 798.1 g mol⁻¹. The LUMO energy is -5.483 eV.

Cartesian coordinates (Å):
1 C -5.510123 -2.134224 4.971849
2 C -4.195874 -1.487391 4.643275
3 C -4.066188 -0.730534 3.481225
4 C -2.847047 -0.136845 3.127716
5 C -2.784552 0.629381 1.841274
6 C -1.748580 -0.314596 3.978614
7 N -0.474234 0.194383 3.585480
8 C -0.140643 1.537136 3.405144
9 C -1.082585 2.628419 3.557991
10 C -0.960344 3.704928 2.651958
11 C -1.982486 4.641316 2.560891
12 C -3.059988 4.590110 3.454709
13 C -3.094959 3.621906 4.467364
14 C -2.099214 2.655811 4.540496
15 N 1.131889 1.666597 3.110370
16 N 1.670282 0.394781 3.206317
17 C 3.094376 0.262210 3.198286
18 C 3.849657 1.086730 4.051191
19 C 3.225826 2.043928 5.015789
20 C 5.238792 0.954597 4.017557
21 C 5.872500 -0.012881 3.234837
22 C 7.358628 -0.180118 3.339770
23 C 5.102754 -0.793810 2.368461
24 C 3.713854 -0.635890 2.302811
25 C 2.936928 -1.363199 1.250698
26 C 0.688270 -0.516671 3.362797
27 C 0.966053 -1.926868 3.624433
28 O 2.109368 -2.254047 4.016095
29 C -0.078913 -2.961855 3.452046
30 C -0.027126 -4.116728 4.377752
31 C -0.977310 -2.908651 2.358714
32 C -0.753747 -2.051770 1.248923
33 C -1.654328 -2.002682 0.192335
34 C -2.793857 -2.808145 0.193231
35 C -3.027648 -3.684885 1.259148
36 C -2.139525 -3.741794 2.321405
37 C -1.870337 -0.993213 5.194898
38 C -0.746128 -1.093301 6.181203
39 C -3.090272 -1.620975 5.486414
40 H -5.453956 -2.659094 5.929774
41 H -6.313754 -1.389144 5.035839
42 H -5.803597 -2.853758 4.195684
43 H -4.923217 -0.601426 2.814117
44 H -1.762227 0.735520 1.465954
45 H -3.361034 0.104072 1.064287
46 H -3.219919 1.638034 1.946282
47 H -0.076750 3.741128 2.011132
48 H -1.933280 5.417119 1.794490
49 H -3.868111 5.319439 3.377063
50 H -3.904287 3.617892 5.199738
51 H -2.103293 1.909045 5.335679
52 H 3.998518 2.723802 5.392483
53 H 2.438527 2.647509 4.554603
54 H 2.806715 1.522635 5.887774
55 H 5.847045 1.610688 4.646730
56 H 7.699522 -1.069691 2.801111
57 H 7.895025 0.689361 2.935657
58 H 7.670613 -0.277084 4.388974
59 H 5.588211 -1.532755 1.722733
60 H 3.544181 -1.519301 0.350274
61 H 2.599286 -2.346404 1.599143
62 H 2.062275 -0.782593 0.938998
63 H -0.494341 -5.004845 3.933365
64 H 1.017941 -4.339496 4.639620
65 H -0.561177 -3.894878 5.317013
66 H 0.166865 -1.466389 1.216635
67 H -1.446697 -1.334191 -0.643230
68 H -3.487354 -2.762371 -0.647678
69 H -3.904721 -4.335082 1.260554
70 H -2.322567 -4.415933 3.163854
71 H -1.174391 -1.344440 7.161132
72 H -0.037500 -1.897615 5.938369
73 H -0.186397 -0.154373 6.285722
74 H -3.169628 -2.208614 6.405467
75 C 8.079269 2.481543 0.574321
76 N 7.005166 2.959048 -0.273499
77 C 7.377648 4.050256 -1.152137
78 C 5.883461 2.181992 -0.566743
79 C 4.790324 2.141047 0.325938
80 C 3.627861 1.496146 -0.032440
81 C 3.529002 0.771497 -1.242377
82 C 2.294078 0.125902 -1.612825
83 C 2.181284 -0.925488 -2.604035
84 C 0.811594 -0.996869 -3.031212
85 C 0.437698 -1.791671 -4.107793
86 C 1.432135 -2.503036 -4.792258
87 C 2.762684 -2.493715 -4.335880
88 C 3.136296 -1.737163 -3.219062
89 C 0.051472 -0.025832 -2.258700
90 C 0.960459 0.645887 -1.364169
91 C 0.486411 1.709803 -0.593371
92 C -0.861743 2.062821 -0.673760
93 C -1.738257 1.409790 -1.557475
94 C -1.281631 0.355207 -2.357119
95 C 4.661385 0.754733 -2.097224
96 C 5.805376 1.461518 -1.776353
97 H 7.777879 1.574854 1.113265
98 H 8.975996 2.261395 -0.028179
99 H 8.346364 3.268101 1.293600
100 H 6.511145 4.356102 -1.747206
101 H 7.714920 4.895131 -0.541478
102 H 8.198296 3.759979 -1.822569
103 H 4.882995 2.659567 1.281072
104 H 2.787143 1.508554 0.660500
105 H -0.610230 -1.823308 -4.405810
106 H 1.169804 -3.079565 -5.680764
107 H 3.515636 -3.075429 -4.865401
108 H 4.150425 -1.772651 -2.828352
109 H 1.158568 2.279316 0.040497
110 H -1.231729 2.887176 -0.063687
111 H -2.777922 1.733236 -1.622042
112 H -1.944497 -0.177848 -3.039659
113 H 4.622687 0.217557 -3.041894
114 H 6.674763 1.465650 -2.437520

Atoms 1-2, force components in eV/Å:
C -0.205 -0.134 0.079
C 0.131 0.067 -0.114



Record 2
Below is a molecular structure, C56H55AsGe2IrN3O6S5, with properties calculated with the ωB97M-V functional and the def2-TZVPD basis.

For the frontier orbital gap (spin up / spin down), the calculation gives 6.6 / 6.4 eV. The charge is -2. The molar mass comes out at 1438.8 g mol⁻¹. As for the spin multiplicity: 5. The LUMO energy (spin up / spin down) is 3.706 / 3.191 eV.

Cartesian coordinates (Å):
1 Ir -2.001399 0.097847 -2.230227
2 C 2.542766 6.457351 -0.306053
3 C 3.039799 5.046544 -0.479063
4 C 2.974558 4.421121 -1.716370
5 C 3.384899 3.106816 -1.890167
6 C 3.334463 2.484694 -3.262139
7 C 3.845702 2.386164 -0.778530
8 C 3.960686 3.009634 0.464989
9 C 4.480806 2.286440 1.681796
10 C 3.557543 4.333658 0.591672
11 C 4.290148 0.975954 -0.980609
12 C 5.655079 0.779499 -1.186743
13 C 6.160145 -0.482602 -1.464090
14 C 5.283699 -1.547050 -1.573189
15 C 3.913380 -1.371786 -1.373756
16 C 3.407583 -0.116087 -1.038175
17 Ge 1.456243 0.035754 -0.674473
18 S 0.367435 0.663978 -2.465409
19 S 0.971338 1.447292 1.031156
20 Ge -0.666783 -0.081062 1.343407
21 S -2.426355 0.489541 0.200861
22 S 0.598168 -1.726599 0.441785
23 C -1.036870 -0.399429 3.275019
24 C -0.702271 0.525027 4.277506
25 C -0.930852 0.211364 5.620069
26 C -1.473017 -1.002112 5.995230
27 C -1.847397 -1.895152 5.009947
28 C -1.665950 -1.596831 3.659660
29 C -2.342656 -2.551121 2.725132
30 C -1.780444 -3.758111 2.314995
31 C -0.354645 -4.130581 2.635909
32 C -2.570840 -4.666738 1.607528
33 C -3.903403 -4.406522 1.323812
34 C -4.795811 -5.426101 0.665063
35 C -4.435869 -3.185882 1.720814
36 C -3.688530 -2.261226 2.426122
37 C -4.343945 -0.989658 2.904877
38 C -0.126346 1.892674 4.079009
39 C -0.972925 2.955579 3.755464
40 C -2.425961 2.725935 3.427945
41 C -0.455535 4.247983 3.734704
42 C 0.871382 4.506215 4.034818
43 C 1.385278 5.922357 4.090136
44 C 1.704402 3.430966 4.327409
45 C 1.227310 2.127716 4.350973
46 C 2.158169 0.978265 4.632354
47 C 3.058747 -2.581466 -1.603918
48 C 2.505800 -2.799430 -2.867907
49 C 2.537984 -1.738498 -3.938144
50 C 1.952688 -4.046262 -3.155659
51 C 1.956488 -5.080253 -2.233882
52 C 1.473789 -6.458383 -2.599995
53 C 2.461509 -4.823254 -0.962543
54 C 3.018987 -3.597147 -0.635804
55 C 3.609645 -3.375583 0.733982
56 H 2.503058 6.978554 -1.262788
57 H 3.183024 7.024211 0.371633
58 H 1.533706 6.453239 0.113242
59 H 2.585707 4.967042 -2.569937
60 H 3.267934 3.257475 -4.028324
61 H 2.457295 1.840509 -3.358749
62 H 4.216135 1.871546 -3.454762
63 H 4.788487 1.268684 1.450944
64 H 3.693538 2.234143 2.433692
65 H 5.333498 2.818948 2.112056
66 H 3.626521 4.803948 1.566636
67 H 6.314896 1.638481 -1.136582
68 H 7.223387 -0.630149 -1.613524
69 H 5.646419 -2.535754 -1.832119
70 H -0.672622 0.949266 6.372011
71 H -1.636264 -1.233753 7.041575
72 H -2.328995 -2.830961 5.270476
73 H 0.128589 -3.383356 3.264434
74 H 0.225815 -4.216823 1.714841
75 H -0.318608 -5.094698 3.147643
76 H -2.131246 -5.600491 1.273169
77 H -4.216741 -6.206024 0.176623
78 H -5.437120 -4.956496 -0.082195
79 H -5.443518 -5.892026 1.413221
80 H -5.474422 -2.963425 1.495370
81 H -5.417381 -1.023387 2.717636
82 H -3.937423 -0.124353 2.378481
83 H -4.179108 -0.834673 3.973365
84 H -2.861814 1.955385 4.064976
85 H -2.538272 2.392378 2.392101
86 H -2.997595 3.646697 3.547407
87 H -1.115639 5.072423 3.483545
88 H 0.757484 6.588987 3.499317
89 H 2.406571 5.992787 3.714051
90 H 1.388540 6.289350 5.120061
91 H 2.754343 3.613693 4.537847
92 H 3.156345 1.337826 4.884321
93 H 2.230607 0.337746 3.748127
94 H 1.792268 0.357645 5.451293
95 H 3.468790 -1.170349 -3.916802
96 H 1.720989 -1.025579 -3.793899
97 H 2.422005 -2.187257 -4.925064
98 H 1.542095 -4.220449 -4.145122
99 H 1.226855 -6.515880 -3.660180
100 H 0.580852 -6.722636 -2.028466
101 H 2.245518 -7.201153 -2.385697
102 H 2.445810 -5.613315 -0.217988
103 H 3.458549 -4.254595 1.361321
104 H 3.138823 -2.519929 1.220677
105 H 4.681327 -3.170355 0.674996
106 O -5.913185 -0.360738 -3.480581
107 As -4.590901 -0.298573 -4.673199
108 O -5.031855 -1.157085 -5.990218
109 O -3.214861 -0.831720 -3.873811
110 C -4.805524 1.591886 -5.214607
111 C -5.636531 1.774953 -6.311711
112 C -5.950686 3.057206 -6.745688
113 C -5.435499 4.168948 -6.095281
114 C -4.598250 4.003585 -5.000874
115 C -4.297589 2.721990 -4.571949
116 S -3.170545 2.468581 -3.241101
117 O -3.879749 1.526460 -2.337040
118 O -2.843561 3.734819 -2.645979
119 O -2.044654 1.766596 -3.885367
120 H -5.528292 -0.074526 -2.640800
121 H -6.016467 0.892438 -6.811895
122 H -6.605684 3.189486 -7.599036
123 H -5.677211 5.166578 -6.441704
124 H -4.167371 4.842703 -4.470695
125 N -0.501760 -6.373106 -1.355876
126 C -1.007891 -5.390765 -1.722859
127 N -1.634782 -4.366158 -2.205986
128 C -1.573023 -3.112058 -2.040686
129 N -1.511938 -1.955992 -1.885280

Atoms 1-2, force components in eV/Å:
Ir 0.620 -0.727 0.598
C -0.037 -0.072 0.036



Record 3
Below is a molecular structure, C56H55BrN7OP2Se2TeZn, with properties calculated with the ωB97M-V functional and the def2-TZVPD basis.

For the frontier orbital gap (spin up / spin down), the calculation gives 6.8 / 7.1 eV. The charge is 0. The molar mass comes out at 1334.9 g mol⁻¹. As for the spin multiplicity: 2. The LUMO energy (spin up / spin down) is 0.003 / -0.495 eV.

Cartesian coordinates (Å):
1 Zn -0.261851 -0.455440 0.470803
2 Se 6.435514 -2.039413 1.185707
3 P 5.638947 -0.118344 1.542834
4 C 5.771871 0.355540 3.299274
5 C 5.834264 1.692029 3.691412
6 C 6.070980 2.019323 5.015790
7 C 6.226043 1.019149 5.966122
8 C 6.147528 -0.311222 5.585951
9 C 5.938962 -0.641171 4.254925
10 C 6.482532 1.228268 0.662174
11 C 7.807903 1.055945 0.289036
12 C 8.497995 2.093499 -0.323852
13 C 7.864915 3.301703 -0.566587
14 C 6.535255 3.475270 -0.201223
15 C 5.844800 2.441959 0.408090
16 C 3.934899 0.038019 0.972481
17 C 2.646996 -0.169885 1.462060
18 N 1.825335 -0.051152 0.404561
19 N 2.546440 0.208876 -0.670758
20 N 3.814352 0.256659 -0.359149
21 P 1.865865 -0.326495 3.065004
22 Se -0.289923 -0.061198 2.989969
23 C 2.431239 -1.760361 3.978888
24 C 1.814411 -2.080449 5.183826
25 C 2.260075 -3.171773 5.913378
26 C 3.306830 -3.946187 5.430900
27 C 3.901008 -3.637733 4.215158
28 C 3.459654 -2.549027 3.481457
29 C 2.418307 1.157498 3.963197
30 C 2.679179 1.161077 5.325145
31 C 2.884374 2.364957 5.988899
32 C 2.847893 3.562457 5.295830
33 C 2.621341 3.559889 3.923452
34 C 2.401916 2.365434 3.263120
35 H 5.727530 2.485589 2.964347
36 H 6.132723 3.060070 5.305204
37 H 6.415594 1.278795 7.000156
38 H 6.274287 -1.097698 6.318808
39 H 5.942872 -1.676928 3.941712
40 H 8.287879 0.101626 0.468319
41 H 9.529994 1.951804 -0.616825
42 H 8.402551 4.107272 -1.050031
43 H 6.032702 4.412800 -0.402230
44 H 4.801195 2.571483 0.666820
45 H 0.975359 -1.493634 5.539018
46 H 1.781852 -3.424081 6.850667
47 H 3.649838 -4.802330 5.997763
48 H 4.704531 -4.248881 3.824498
49 H 3.906968 -2.340104 2.518280
50 H 2.724104 0.231958 5.877489
51 H 3.083536 2.358984 7.052792
52 H 3.008699 4.497050 5.817802
53 H 2.609754 4.491363 3.370331
54 H 2.200031 2.368223 2.197300
55 N -3.272519 1.334925 -0.710787
56 C -3.572667 0.301971 0.124693
57 C -4.901085 0.092144 0.538196
58 C -5.186484 -0.981600 1.342176
59 C -4.160179 -1.846052 1.722088
60 C -2.892694 -1.572433 1.269860
61 N -2.581188 -0.518059 0.492430
62 H -3.946522 2.068222 -0.832336
63 H -2.302064 1.559432 -0.848919
64 H -5.674357 0.775940 0.214364
65 H -6.203424 -1.154267 1.670738
66 H -4.339368 -2.708371 2.346679
67 H -2.056431 -2.210808 1.526052
68 Br 1.854653 5.884700 -0.518431
69 C 0.974744 4.220950 -0.409095
70 C 1.128199 3.289022 -1.416926
71 C 0.495704 2.065122 -1.265971
72 N -0.246444 1.756123 -0.199907
73 C -0.401704 2.682373 0.753397
74 C 0.186095 3.930945 0.694107
75 H 1.745375 3.482147 -2.281782
76 H 0.619790 1.289472 -2.008942
77 H -0.995368 2.394609 1.611447
78 H 0.046879 4.642460 1.494873
79 C 0.618806 -4.632204 0.533435
80 C 0.536664 -3.125143 0.712999
81 O 1.158792 -2.629206 1.675385
82 N -0.154694 -2.360644 -0.135626
83 Te -1.061155 -3.332217 -1.921910
84 C -2.783553 -3.787997 -3.232770
85 C -4.074062 -3.866830 -2.715036
86 C -4.415991 -3.521259 -1.289100
87 C -5.123161 -4.231022 -3.560493
88 C -4.916867 -4.521572 -4.897696
89 C -6.053696 -4.928469 -5.794324
90 C -3.617752 -4.449752 -5.389547
91 C -2.544054 -4.094666 -4.582095
92 C -1.167625 -4.054265 -5.193956
93 C -0.545551 -1.558443 -2.949930
94 C 0.812925 -1.359665 -3.238739
95 C 1.910267 -2.286799 -2.795239
96 C 1.182210 -0.235811 -3.978424
97 C 0.250649 0.678909 -4.440216
98 C 0.667466 1.885137 -5.236703
99 C -1.085853 0.469321 -4.121771
100 C -1.507467 -0.631633 -3.383825
101 C -2.982142 -0.771132 -3.118381
102 H 1.164154 -5.045977 1.377832
103 H 1.145267 -4.882246 -0.389779
104 H -0.370050 -5.091515 0.479631
105 H -3.558458 -3.590732 -0.621611
106 H -5.196765 -4.180999 -0.908483
107 H -4.791883 -2.495770 -1.219827
108 H -6.128394 -4.286243 -3.153847
109 H -7.016495 -4.748384 -5.317184
110 H -5.996588 -5.990600 -6.040818
111 H -6.031692 -4.375239 -6.734183
112 H -3.432780 -4.680880 -6.433907
113 H -1.211877 -4.340464 -6.244195
114 H -0.484853 -4.738983 -4.684893
115 H -0.726836 -3.058943 -5.133402
116 H 1.591895 -3.329095 -2.775108
117 H 2.249076 -2.019214 -1.792547
118 H 2.763896 -2.204400 -3.467278
119 H 2.234414 -0.081860 -4.189474
120 H 1.749198 1.921902 -5.359093
121 H 0.348416 2.808290 -4.747146
122 H 0.215012 1.875846 -6.229736
123 H -1.831587 1.182222 -4.460422
124 H -3.458723 0.207241 -3.163722
125 H -3.176423 -1.199458 -2.133742
126 H -3.457673 -1.421661 -3.854100

Atoms 1-2, force components in eV/Å:
Zn 0.111 -0.162 -0.052
Se 0.034 0.043 -0.037